--- w ---
DFT (wB97M-V/def2-TZVPD) results for 2 unconnected molecules or ions with the total composition C3H9PS.

Calculated values
HOMO-LUMO gap (spin up / spin down)   7.1765 / 8.2050 eV
HOMO (spin up / spin down)   -7.271 / -7.939 eV
Net charge   0

Last column: Mulliken charge in e.
CARTESIAN COORDINATES (ANGSTROEM)
1 C -1.28936 -1.11841 -0.69272  -1.183
2 C 1.69429 -0.80305 0.70367  -0.652
3 C -0.07981 -0.98231 -1.48413  -0.188
4 P 0.55504 0.17626 1.52053  -0.187
5 S 0.28738 0.52831 -2.17484  -0.183
6 H -1.60261 -0.25114 -0.03775  0.364
7 H -1.35935 -1.91766 -0.01251  0.396
8 H -2.30644 -1.19221 -1.37098  0.272
9 H 2.06088 -1.78336 1.05789  0.327
10 H 2.32665 -0.31685 -0.06896  0.387
11 H 0.75256 -1.74886 -1.63015  0.419
12 H 1.25454 1.06859 2.26755  0.045
13 H 0.40518 -0.61187 2.85610  0.051
14 H -0.98052 0.96608 -2.43106  0.131



--- x ---
DFT (wB97M-V/def2-TZVPD) results for a molecular structure, C3H9PS.

Calculated values
HOMO-LUMO gap   8.9798 eV
HOMO   -8.439 eV
Net charge   0

Last column: Mulliken charge in e.
CARTESIAN COORDINATES (ANGSTROEM)
1 C 0.94772 1.95787 -0.17327  -1.193
2 C -0.54510 -2.29243 0.02417  -0.964
3 C 0.84561 0.43639 -0.10102  -0.522
4 P -0.65276 -0.10767 -1.01013  0.179
5 S -1.91522 0.71311 0.55392  -0.322
6 H 0.28789 2.55654 0.36148  0.372
7 H 2.00049 2.33962 0.04278  0.305
8 H 0.90986 2.17185 -1.26729  0.344
9 H 0.56066 -2.44966 0.25249  0.248
10 H -0.92469 -2.99523 -0.60026  0.368
11 H -1.15634 -2.10264 0.92892  0.268
12 H 0.78803 0.27490 0.91340  0.403
13 H 1.75401 -0.24656 -0.49680  0.359
14 H -2.90016 -0.25610 0.57161  0.154



Of the structures shown above, w is the least stable.